[1]
A cluster of 7 separate species, C25H51NO14S6 in total in a non-equilibrium geometry. Source: the OMol25 dataset; level of theory: wB97M-V/def2-TZVPD.

The molar mass comes out at 782.08 u. The multiplicity is 1. Its total charge is 0. Its SMILES is C[N+](=O)[O-].O=S1(=O)CCCC1.O=S1(=O)CCCC1.O=S1(=O)CCCC1.O=S1(=O)CCCC1.O=S1(=O)CCCC1.O=S1(=O)CCCC1.

Last column: Löwdin charge in e.
Geometry (Å):
S (24.7033, -10.5981, -12.4127)  0.726
S (17.7336, 1.1016, -19.7004)  0.738
S (16.8550, -11.7656, -7.4405)  0.669
S (14.2621, 3.4158, -10.1497)  0.768
S (11.2670, -4.7766, -7.9253)  0.717
S (12.3965, -10.2427, -18.3042)  0.742
O (11.9523, -9.3192, -19.3851)  -0.362
O (16.9104, 2.1006, -20.3810)  -0.343
O (16.7451, -10.8339, -6.3356)  -0.335
O (16.9802, -4.9025, -14.4457)  0.042
O (18.5418, 1.4971, -18.4991)  -0.377
O (24.6218, -11.9774, -12.9594)  -0.372
O (17.2100, -4.0248, -12.4997)  0.065
O (25.4354, -9.6031, -13.1667)  -0.344
O (14.7130, 4.7689, -10.5409)  -0.371
O (13.1312, 3.2619, -9.1893)  -0.372
O (10.0844, -5.0853, -7.0411)  -0.351
O (11.4157, -10.6671, -17.2677)  -0.360
O (17.1405, -11.2258, -8.7453)  -0.331
O (11.0717, -4.9707, -9.3219)  -0.327
N (17.1156, -4.9973, -13.2199)  -0.437
C (15.9999, 1.5517, -11.0100)  -0.262
C (14.6308, 1.1869, -11.5916)  -0.230
C (25.4314, -10.7211, -10.6764)  -0.187
C (13.6176, -4.7827, -6.7345)  -0.281
C (15.7795, 2.3011, -9.7369)  -0.193
C (16.0823, -14.2564, -7.9936)  -0.202
C (16.6470, -0.3180, -19.2179)  -0.218
C (22.9678, -10.0109, -11.8272)  -0.188
C (13.8417, 2.4693, -11.7281)  -0.202
C (15.0399, -10.5949, -18.1585)  -0.211
C (13.4714, -3.3940, -7.3316)  -0.230
C (17.5844, -14.3497, -7.5287)  -0.201
C (14.3669, -12.0081, -18.4007)  -0.207
C (17.8386, -0.9933, -21.2301)  -0.247
C (15.4675, -12.9493, -7.5190)  -0.214
C (12.8217, -5.6824, -7.5709)  -0.237
C (17.2040, -1.5414, -19.9334)  -0.214
C (18.1613, -12.9868, -7.0756)  -0.221
C (24.2255, -10.5819, -9.6937)  -0.202
C (13.9891, -9.6982, -17.5745)  -0.238
C (13.0657, -11.7371, -19.0968)  -0.239
C (17.0641, -6.3500, -12.6202)  0.036
C (18.7568, 0.1229, -20.8805)  -0.228
C (23.1797, -9.6150, -10.3648)  -0.234
C (11.9742, -3.1682, -7.5231)  -0.215
H (22.3467, -10.9043, -11.8915)  0.092
H (16.5385, -0.4814, -18.1457)  0.105
H (15.0951, -12.9763, -6.4950)  0.101
H (23.5971, -11.4692, -9.6163)  0.102
H (19.5838, -0.2676, -20.2875)  0.112
H (18.9269, 0.8110, -21.7085)  0.112
H (26.0382, -9.8221, -10.5684)  0.093
H (22.2310, -9.4483, -9.8545)  0.112
H (15.6726, -15.2665, -7.9901)  0.115
H (14.1623, -12.5351, -17.4687)  0.116
H (13.9784, -2.6331, -6.7382)  0.121
H (26.0185, -11.6390, -10.7048)  0.095
H (14.1656, 0.4652, -10.9202)  0.116
H (16.1311, -14.1406, -9.0763)  0.104
H (23.6693, -8.6412, -10.3535)  0.105
H (15.3770, -10.2093, -19.1206)  0.115
H (14.0118, -3.5644, -8.2627)  0.115
H (16.3422, -6.8554, -13.2617)  0.096
H (16.6093, -6.3026, -11.6307)  0.096
H (18.5831, -1.6665, -21.6553)  0.114
H (12.2843, -12.4933, -19.0211)  0.110
H (17.9874, -6.9263, -12.5617)  0.102
H (18.2839, -14.6976, -8.2887)  0.107
H (11.5161, -2.8549, -6.5850)  0.109
H (15.2513, 1.5185, -9.1921)  0.083
H (16.5013, 2.6858, -9.0164)  0.109
H (13.3653, -5.8753, -8.4958)  0.109
H (15.9213, -10.5435, -17.5192)  0.114
H (14.1026, -8.6193, -17.6808)  0.107
H (13.8866, -9.8687, -16.5029)  0.101
H (17.1250, -0.7517, -22.0178)  0.124
H (12.7601, 2.3351, -11.7370)  0.099
H (12.6840, -6.6219, -7.0358)  0.113
H (22.6584, -9.2526, -12.5464)  0.095
H (14.6338, -5.1365, -6.5608)  0.127
H (16.5636, -2.4222, -19.9794)  0.115
H (16.6804, 0.7122, -10.8683)  0.120
H (13.2059, -11.3562, -20.1084)  0.102
H (16.5518, 2.2003, -11.6903)  0.117
H (15.6880, -0.0230, -19.6438)  0.095
H (11.8833, -2.4896, -8.3713)  0.109
H (14.0896, 3.1322, -12.5571)  0.102
H (17.9526, -1.9778, -19.2721)  0.112
H (13.1790, -4.6249, -5.7492)  0.120
H (18.2733, -13.0153, -5.9917)  0.093
H (24.4692, -10.3788, -8.6509)  0.108
H (15.0394, -12.6330, -18.9882)  0.112
H (19.1407, -12.6402, -7.4052)  0.103
H (14.7020, 0.6701, -12.5487)  0.118
H (14.7116, -12.4709, -8.1418)  0.107
H (17.6897, -15.0291, -6.6828)  0.103

Cartesian forces (eV/Å) of the 3 atoms listed first:
-0.238 -2.008 0.768
0.787 0.579 2.896
1.498 0.090 0.661

[2]
A structure of composition C25H52F3N3O13SV in a non-equilibrium geometry. Source: the OMol25 dataset; level of theory: wB97M-V/def2-TZVPD.

The molar mass comes out at 742.70 u. As for the energy above the lowest of the compared OMol25 structures with the same formula, charge and spin: 0.000 eV. The multiplicity is 1. Its total charge is -1.

Last column: Löwdin charge in e.
Geometry (Å):
V (-32.9811, -1.9741, 21.8715)  0.917
S (-36.5924, -2.0147, 22.5315)  0.540
F (-35.5349, -4.2764, 23.7219)  0.093
F (-37.6802, -4.1708, 23.6898)  0.123
F (-36.5838, -2.8873, 25.0729)  0.100
O (-33.4917, -9.4865, 20.5141)  -0.187
O (-32.2707, 2.7280, 21.9024)  -0.236
O (-37.7041, -2.3468, 21.6720)  -0.297
O (-35.2236, -2.0908, 21.9894)  -0.370
O (-32.9122, -3.5970, 21.9628)  -0.331
O (-32.4270, -7.2935, 24.9206)  -0.174
O (-30.6215, -1.8978, 22.6613)  -0.265
O (-31.4877, 0.0421, 18.0488)  0.058
O (-32.9225, -1.7212, 20.2792)  -0.319
O (-31.4168, 2.2158, 18.2002)  0.134
O (-32.6694, 1.2207, 16.5355)  0.073
O (-36.9128, -0.8233, 23.3131)  -0.331
O (-33.3840, -1.9645, 24.3039)  -0.256
N (-31.4331, -7.9599, 22.0654)  -0.034
N (-29.3230, -1.5814, 22.0743)  -0.145
N (-33.1796, 0.2712, 22.5169)  -0.081
C (-28.0162, -1.0211, 24.1771)  -0.028
C (-26.4079, -1.3603, 21.4552)  -0.191
C (-28.6107, -2.7663, 21.5573)  -0.451
C (-28.5363, -0.5279, 22.7577)  -0.445
C (-29.3837, 0.7443, 22.9417)  -0.039
C (-33.6071, 0.4609, 23.9120)  -0.138
C (-27.3258, -0.2017, 21.8059)  -0.152
C (-27.3017, -2.4151, 20.7514)  -0.134
C (-31.7330, 4.0202, 22.3734)  -0.038
C (-34.0171, 1.1250, 21.7001)  -0.194
C (-30.8550, -6.8713, 22.8704)  -0.177
C (-36.5903, -3.4239, 23.8315)  -0.597
C (-30.6053, 0.1944, 19.1115)  -0.152
C (-33.7050, 2.5885, 21.8682)  -0.191
C (-34.6011, -8.9597, 21.2433)  -0.119
C (-32.8614, -3.0603, 25.0421)  -0.073
C (-28.2451, -3.9064, 22.5888)  -0.042
C (-33.0081, -0.7040, 24.7392)  -0.221
C (-31.8658, -6.3840, 23.9598)  -0.191
C (-30.6507, 1.6965, 19.2174)  -0.145
C (-31.9284, 1.2334, 17.5569)  -0.535
C (-29.4695, -3.4666, 20.4729)  -0.052
C (-33.3400, -6.6791, 25.7407)  -0.152
C (-32.0358, -7.5409, 20.7856)  -0.232
C (-32.6194, -8.5248, 19.8372)  -0.198
H (-31.0175, -0.3766, 19.9435)  0.093
H (-33.4401, -0.6721, 25.7394)  0.127
H (-27.4367, -1.9422, 24.2411)  0.050
H (-26.7456, 0.6769, 22.0881)  0.109
H (-33.9472, -7.4755, 26.1710)  0.088
H (-27.3921, -2.1207, 19.7058)  0.108
H (-35.0677, 0.9500, 21.9321)  0.125
H (-31.7165, 4.7425, 21.5573)  0.080
H (-31.1772, -5.7505, 24.5188)  0.118
H (-34.2086, 3.1201, 21.0608)  0.128
H (-33.2030, 1.4016, 24.2858)  0.126
H (-31.7965, -9.1110, 19.4282)  0.113
H (-31.9216, -0.6802, 24.8238)  0.113
H (-34.9920, -9.7041, 21.9370)  0.080
H (-29.8037, -2.7547, 19.7182)  0.073
H (-34.6655, 0.3537, 24.1494)  0.124
H (-33.0916, -3.9692, 24.4862)  0.047
H (-27.2879, -3.7810, 23.0949)  0.057
H (-28.9121, -4.2689, 19.9894)  0.077
H (-28.7914, -1.2456, 24.9098)  0.069
H (-29.6551, -0.2718, 18.8509)  0.124
H (-32.2444, 0.6518, 22.4941)  0.088
H (-28.9826, -3.8836, 23.3911)  0.068
H (-29.6215, 2.0053, 19.4003)  0.138
H (-31.7718, -3.0456, 25.0698)  0.091
H (-30.5286, -5.9854, 22.3258)  0.098
H (-30.6842, 3.9795, 22.6674)  0.079
H (-33.0489, -8.0527, 18.9536)  0.121
H (-34.5331, -8.1095, 21.9221)  0.077
H (-30.3964, -3.9918, 20.7037)  0.060
H (-33.9545, -5.8549, 25.3783)  0.073
H (-32.8322, -6.2789, 26.6182)  0.083
H (-28.2575, -4.9297, 22.2136)  0.066
H (-32.4158, 4.3282, 23.1653)  0.082
H (-29.9489, -7.1770, 23.3936)  0.103
H (-30.1916, 0.6417, 23.6663)  0.063
H (-28.8733, 1.6740, 23.1933)  0.079
H (-33.2327, -3.0158, 26.0659)  0.101
H (-27.6908, 0.0707, 20.8156)  0.102
H (-34.0085, 0.6663, 20.7114)  0.119
H (-25.5682, -0.9683, 20.8814)  0.103
H (-34.2069, 2.9793, 22.7532)  0.116
H (-35.3937, -8.8079, 20.5106)  0.085
H (-31.3107, -6.9181, 20.2617)  0.123
H (-32.1521, -8.3968, 22.6242)  0.086
H (-32.6669, -5.9269, 23.3790)  0.108
H (-26.7311, -3.3413, 20.6820)  0.106
H (-31.1957, 1.8086, 20.1547)  0.102
H (-29.9122, 1.0180, 22.0286)  0.058
H (-32.9207, -6.9384, 20.9907)  0.102
H (-27.3551, -0.2971, 24.6534)  0.069
H (-25.9428, -1.7379, 22.3658)  0.096

Cartesian forces (eV/Å) of the 3 atoms listed first:
1.032 -3.238 -1.929
-1.157 0.551 1.016
-0.463 0.762 0.142

Number 1: electronic energy -4480.0929 a.u., frontier orbital gap 9.708 eV. Number 2: electronic energy -3767.8376 a.u., frontier orbital gap 6.643 eV.